Density functional theory data (ωB97M-V with the def2-TZVPD basis set) for a 16-piece molecular cluster, C64H96O48 overall at a distorted geometry.

Values from the calculation:
Orbital gap = 0.362 Eh
Spin multiplicity = 1
Net charge = 0
Highest occupied orbital energy = -9.9 eV
Energy above the lowest of the compared OMol25 structures with the same formula, charge and spin = 9.126 eV

The geometry in XYZ format:
```
208
Properties=species:S:1:pos:R:3:forces:R:3:lowdin_charge:R:1
C 5.393969 -0.400626 4.465715 0.35 1.50 -1.20 -0.005
C 4.015735 -0.365629 3.784011 1.29 0.08 1.40 -0.356
C 3.642933 -1.701507 3.257207 0.71 -0.98 -1.16 -0.112
O 2.389551 -2.044691 3.835939 -0.24 0.64 -0.59 0.064
C 2.070447 -1.109455 4.742105 1.31 0.58 0.82 -0.489
O 1.134840 -1.217739 5.472263 0.30 0.71 -0.26 0.155
O 3.081505 -0.113889 4.784074 -3.40 -1.34 1.35 0.072
H 6.175609 -0.765569 3.799415 -0.11 -0.21 -0.20 0.076
H 5.513989 -0.903024 5.425561 -0.66 -0.01 -0.11 0.099
H 5.586234 0.669636 4.541073 0.59 0.02 0.78 0.082
H 3.921610 0.511002 3.143113 0.31 -0.38 -0.73 0.144
H 4.357868 -2.449992 3.598878 -0.03 -0.07 -0.22 0.140
H 3.647187 -1.683984 2.167363 -0.48 -0.46 0.02 0.120
C 1.168255 -3.207014 -1.806311 -1.57 0.37 -0.51 -0.011
C 0.898368 -3.741133 -0.462259 1.21 -1.96 1.14 -0.325
C 0.899346 -5.330095 -0.277583 -2.39 1.65 -1.95 -0.090
O 1.763779 -5.606919 0.757050 1.88 0.17 0.95 0.072
C 2.468420 -4.479982 1.014072 1.56 2.03 3.03 -0.542
O 3.330671 -4.258195 1.869145 -1.66 -2.07 -1.95 0.112
O 1.986706 -3.450484 0.341469 1.81 0.72 1.27 0.065
H 1.270642 -2.130422 -1.669998 -0.51 0.16 -0.43 0.089
H 0.203962 -3.549934 -2.181330 -0.16 0.90 -1.57 0.088
H 1.991549 -3.475547 -2.468264 0.06 -0.79 0.66 0.091
H 0.088862 -3.216971 0.045737 -0.69 -0.29 -0.57 0.144
H 1.233908 -5.705900 -1.244500 0.10 -0.57 0.14 0.136
H -0.103240 -5.671960 -0.020572 0.15 -0.24 -0.17 0.120
C 3.887075 1.771094 -0.184535 0.08 -0.19 1.69 0.002
C 5.191623 0.954217 -0.175416 1.16 0.22 0.83 -0.276
C 6.351761 1.120960 0.977549 -0.67 0.19 -0.76 -0.004
O 6.797495 -0.235998 1.270481 0.05 0.32 -0.55 0.045
C 6.039396 -1.119926 0.651101 -1.62 -1.58 -1.27 -0.447
O 6.211147 -2.344229 0.607779 -0.75 4.11 0.17 0.124
O 4.929391 -0.399342 0.058042 0.65 -3.43 0.77 0.007
H 4.039531 2.844771 -0.294538 0.24 -0.12 -0.51 0.084
H 3.382293 1.704805 0.779258 0.09 -0.16 0.40 0.066
H 3.134555 1.388396 -0.873995 0.55 0.04 -0.50 0.079
H 5.552849 1.004345 -1.202597 0.78 0.27 0.12 0.146
H 5.998576 1.492161 1.939608 -0.30 0.31 -0.25 0.115
H 7.250610 1.656703 0.672341 -0.28 0.10 -0.12 0.125
C 0.347909 5.192428 -1.409773 -0.97 1.30 0.87 -0.006
C -0.211308 4.430705 -2.639794 -0.27 2.52 2.01 -0.267
C -0.145943 5.175387 -4.009543 1.28 -0.46 1.17 -0.049
O 0.912043 4.437783 -4.655981 0.16 -1.10 0.39 0.048
C 1.244488 3.322451 -3.904307 2.65 -1.81 -2.15 -0.503
O 2.047813 2.443117 -4.273138 -2.53 3.07 1.03 0.088
O 0.636445 3.314408 -2.726691 -0.52 -1.06 -1.24 0.070
H 0.628709 4.688315 -0.485042 0.22 -1.55 -0.61 0.082
H -0.449916 5.728062 -0.895303 -0.41 0.71 -0.65 0.086
H 1.165472 5.905026 -1.518781 -0.25 -0.07 -0.99 0.058
H -1.271448 4.282339 -2.434366 0.13 -1.21 0.18 0.133
H 0.178777 6.199034 -3.823003 0.06 0.01 -0.29 0.131
H -1.051616 5.184969 -4.615989 0.05 -0.36 0.14 0.130
C -5.930254 0.850401 -3.717281 -0.59 -0.44 -0.08 -0.013
C -5.084361 1.828068 -2.853173 -1.00 -1.12 0.09 -0.305
C -4.023830 2.601253 -3.605079 1.39 -3.52 -1.08 -0.183
O -4.284456 3.909366 -3.471702 -1.47 3.21 0.21 0.076
C -5.466411 4.089665 -2.823959 -0.60 1.27 3.56 -0.452
O -5.943480 5.153448 -2.426673 1.26 -3.02 -2.07 0.120
O -5.885012 2.848575 -2.346409 -1.26 2.95 -0.80 0.066
H -6.722111 1.233051 -4.361215 0.52 1.45 -0.29 0.082
H -6.629592 0.212305 -3.177043 0.75 -0.36 0.90 0.082
H -5.359088 0.207413 -4.386936 0.32 0.03 0.33 0.065
H -4.727907 1.390565 -1.920640 0.43 -0.74 -0.47 0.156
H -4.077863 2.295638 -4.649965 0.13 0.15 -0.33 0.134
H -3.034182 2.312131 -3.251375 0.03 0.49 0.12 0.116
C -3.078470 3.429349 3.813742 -0.13 1.15 0.40 0.019
C -3.776180 4.477249 2.812292 2.29 -0.93 4.19 -0.315
C -2.856218 5.616877 2.460416 0.52 2.26 0.65 -0.142
O -2.426302 5.406542 1.151787 -1.42 -3.13 -3.43 0.033
C -3.233331 4.337243 0.604387 0.48 -1.43 -1.66 -0.325
O -3.212391 3.772125 -0.532940 0.38 3.25 4.99 0.090
O -4.051563 3.903190 1.622122 -0.27 -0.73 -3.81 0.089
H -2.235656 2.842370 3.448750 -0.42 -0.18 -0.73 0.072
H -3.772409 2.835968 4.409098 -0.26 -0.39 -0.73 0.068
H -2.583180 3.966211 4.622798 -0.02 0.72 -0.04 0.076
H -4.654214 4.806343 3.368033 -0.26 0.11 -0.56 0.153
H -1.949233 5.836517 3.023662 -0.06 -0.88 0.57 0.127
H -3.340900 6.593154 2.468454 -0.62 0.03 -0.01 0.129
C -5.564053 -4.081314 -0.264829 0.55 -0.67 1.06 -0.004
C -4.737082 -3.397730 0.809003 0.26 1.19 -0.07 -0.313
C -3.396811 -2.924757 0.310867 0.47 -2.26 -2.11 -0.153
O -3.151262 -1.610789 0.747753 -1.15 0.34 0.36 0.074
C -4.358897 -1.139016 1.151556 -2.16 0.13 2.59 -0.473
O -4.593259 -0.106238 1.736990 1.02 -1.15 -1.68 0.137
O -5.372910 -2.129596 1.078365 1.82 1.33 -0.05 0.055
H -5.189634 -5.093150 -0.420088 -0.05 -0.15 0.04 0.084
H -5.455596 -3.558281 -1.214970 -0.42 0.22 0.18 0.091
H -6.570838 -4.138763 0.148923 -0.17 0.00 -0.58 0.091
H -4.542119 -3.909609 1.751376 -0.85 -0.40 0.08 0.150
H -3.490719 -3.016564 -0.771192 0.50 0.90 -0.28 0.103
H -2.621640 -3.658753 0.531005 0.33 0.58 0.58 0.115
C -1.014718 -7.158020 -5.202551 -0.71 -0.50 0.95 -0.010
C -2.249623 -6.832149 -4.279222 1.84 -2.34 -2.53 -0.310
C -2.557765 -7.913347 -3.175883 -0.41 2.27 -2.61 -0.045
O -2.397976 -7.088547 -2.042189 0.06 -2.23 2.40 0.098
C -2.086069 -5.852453 -2.276850 -0.57 4.59 1.10 -0.485
O -2.043070 -4.923583 -1.422711 0.41 -3.68 -3.04 0.081
O -1.972639 -5.652313 -3.617394 -0.30 1.18 1.60 0.098
H -1.167314 -6.689037 -6.174590 0.40 0.06 0.15 0.072
H -0.946362 -8.239603 -5.319164 -0.20 -0.12 -0.34 0.072
H -0.073621 -6.883276 -4.726152 -0.07 0.42 -0.13 0.088
H -3.044874 -6.782049 -5.022968 -0.58 0.65 0.62 0.145
H -1.910957 -8.774335 -3.344542 0.14 0.11 1.05 0.132
H -3.609693 -8.153265 -3.330748 0.09 -0.42 0.69 0.135
C 0.544429 -5.408228 -9.169695 -0.74 0.97 -0.76 -0.005
C 1.423387 -4.582477 -8.255464 0.55 -1.04 0.32 -0.353
C 1.457744 -3.111046 -8.423227 0.87 1.61 -0.81 -0.048
O 1.679523 -2.614111 -7.032429 0.39 0.70 -2.93 0.097
C 1.116914 -3.509591 -6.262067 -1.60 -0.23 1.59 -0.586
O 0.719340 -3.287187 -5.144887 0.71 -0.71 -0.85 0.146
O 0.925067 -4.650916 -6.949611 -1.23 -1.05 2.14 0.069
H -0.398664 -4.873752 -9.283774 -0.23 0.12 0.19 0.086
H 0.246041 -6.406746 -8.850287 0.70 0.04 0.26 0.088
H 0.918908 -5.419341 -10.193288 0.38 -0.30 0.10 0.090
H 2.439543 -4.964034 -8.155722 0.22 -0.16 -0.58 0.162
H 0.572270 -2.673893 -8.884678 -0.56 -0.08 0.70 0.136
H 2.230083 -2.780031 -9.117490 0.51 0.09 0.61 0.140
C 4.268321 6.857972 2.247658 -0.21 0.68 2.05 -0.014
C 3.930581 7.038343 0.837776 0.48 -3.16 0.11 -0.427
C 2.610494 6.563386 0.403285 -0.21 -2.39 -0.68 -0.125
O 1.978310 7.685468 -0.125395 -2.83 -1.12 0.06 0.113
C 2.728488 8.733901 0.031481 -0.78 2.12 -1.62 -0.595
O 2.435950 9.823889 -0.382299 0.58 -0.46 0.75 0.160
O 3.840998 8.352720 0.595544 3.07 4.00 -0.02 0.140
H 5.013414 7.639983 2.393880 0.59 -0.58 0.65 0.101
H 4.502294 5.862979 2.626266 0.52 0.05 -0.52 0.099
H 3.431906 7.160759 2.877607 -0.28 0.20 0.00 0.100
H 4.628211 6.434585 0.257352 0.88 0.98 -0.50 0.159
H 2.175216 6.038791 1.253829 -1.13 0.21 -0.38 0.151
H 2.779002 5.908717 -0.451760 -0.45 -0.47 0.38 0.122
C 0.844286 -4.773438 5.230524 -0.57 0.38 1.18 0.010
C -0.388628 -4.181220 4.446829 4.24 1.95 2.08 -0.304
C -0.481391 -4.599671 3.051586 1.47 -1.10 0.38 -0.131
O -1.799845 -4.973979 3.053188 -2.59 -2.41 -4.02 0.095
C -2.427850 -4.967460 4.218244 -4.23 2.41 -0.43 -0.555
O -3.647590 -5.053585 4.401331 2.95 -1.11 -0.75 0.113
O -1.645546 -4.370872 5.052847 1.73 -0.01 2.62 0.134
H 1.832653 -4.757873 4.771201 -0.41 0.32 -0.93 0.079
H 0.764876 -5.777997 5.646048 -0.70 -0.33 -0.50 0.081
H 1.017620 -4.194187 6.137456 -0.27 0.37 0.02 0.077
H -0.195352 -3.115753 4.322217 -0.23 0.26 1.26 0.118
H 0.242475 -5.400942 2.903010 -0.50 -0.58 -0.55 0.137
H -0.172306 -3.794631 2.384888 -0.84 0.05 -0.40 0.135
C 7.477759 -5.471900 -1.826300 -0.31 -2.04 -0.15 -0.023
C 5.976260 -5.182070 -2.085657 2.83 -0.08 1.76 -0.249
C 5.155566 -4.816485 -0.833441 1.74 -1.14 -0.51 -0.123
O 4.438452 -3.789477 -1.366064 -2.76 2.93 -0.43 0.028
C 5.041990 -3.170590 -2.395961 -2.65 4.08 -1.45 -0.485
O 4.597467 -2.087248 -2.922545 2.41 -5.04 2.31 0.067
O 6.077813 -3.912509 -2.752098 -0.54 0.42 -1.15 0.087
H 8.054205 -4.914958 -1.087639 -0.63 0.94 -0.34 0.089
H 7.974133 -5.520524 -2.795498 0.18 0.42 0.09 0.082
H 7.631047 -6.476208 -1.431382 -0.42 -0.44 -0.04 0.076
H 5.504658 -5.954090 -2.693664 0.03 0.25 -0.32 0.154
H 5.820463 -4.418211 -0.067027 -0.18 -0.31 0.27 0.116
H 4.463857 -5.571561 -0.459947 0.30 -0.11 -0.04 0.140
C 0.262257 -0.109701 -4.221680 -2.42 -0.61 -0.40 0.002
C -1.182363 0.203068 -4.785878 2.07 0.39 -1.62 -0.287
C -1.616626 -0.796340 -5.932276 -1.80 2.44 3.24 -0.010
O -2.577888 -1.507899 -5.045085 -0.36 -2.44 -0.77 0.017
C -2.972742 -0.914564 -3.854913 3.51 1.38 -3.64 -0.513
O -3.795720 -1.301662 -3.122895 -0.55 -0.27 0.86 0.187
O -2.214456 0.246794 -3.821787 -0.89 -1.11 1.32 0.021
H 0.324609 -1.096998 -3.763996 -0.46 0.17 0.78 0.063
H 0.402172 0.755499 -3.573649 1.17 -0.56 -0.09 0.049
H 0.914818 -0.333600 -5.065563 0.33 1.23 -0.07 0.088
H -1.115313 1.236874 -5.124795 -0.07 0.00 -0.36 0.143
H -0.732794 -1.211222 -6.416851 -0.35 -1.27 0.78 0.109
H -2.242456 -0.357646 -6.709446 0.03 0.18 0.06 0.120
C -0.163486 0.699442 -0.914680 0.19 -1.39 0.71 0.025
C -0.371131 0.607699 0.628052 -3.06 0.85 -1.51 -0.241
C 0.535351 -0.136373 1.518749 1.77 -0.27 0.34 -0.060
O 0.961731 0.897531 2.389841 3.11 -3.01 3.51 0.099
C 0.551715 2.053373 2.083648 1.45 4.80 -0.68 -0.689
O 0.987291 3.160496 2.373659 -0.13 -1.60 1.04 0.111
O -0.327960 1.940108 1.175343 -3.00 0.39 -3.24 0.112
H 0.900014 0.646128 -1.147554 0.14 0.78 -0.05 0.074
H -0.717273 1.482935 -1.431934 0.36 0.43 0.63 0.082
H -0.519535 -0.181337 -1.449048 -0.33 -0.48 0.50 0.066
H -1.374281 0.282806 0.904164 -0.28 -0.10 -0.74 0.142
H 1.450018 -0.476549 1.033193 -0.04 -0.44 -0.15 0.137
H 0.108776 -0.921040 2.143589 -0.18 -0.06 -0.31 0.133
C -1.072710 10.688095 7.252309 -0.55 -0.90 -0.64 -0.019
C -2.013792 9.672165 6.536227 1.55 2.16 0.98 -0.295
C -2.217533 9.925780 5.055288 -0.90 -1.88 -0.25 -0.067
O -1.593364 8.750635 4.483862 0.18 0.12 -1.62 0.054
C -1.178725 7.860788 5.382416 3.24 -1.53 0.06 -0.521
O -0.500284 6.840430 5.152397 -2.92 3.13 0.55 0.102
O -1.358298 8.383621 6.615150 -1.43 -0.13 0.36 0.085
H -0.758948 10.263740 8.206026 0.08 -0.02 -0.09 0.085
H -1.655969 11.582356 7.471902 0.30 0.23 -0.22 0.082
H -0.214113 10.858300 6.602753 0.10 0.34 0.28 0.088
H -2.964290 9.878248 7.028367 -0.23 -1.59 0.32 0.144
H -1.911133 10.868536 4.602056 0.68 -0.28 0.18 0.140
H -3.267311 9.781221 4.799995 -0.14 0.34 0.05 0.128
C -1.930494 -0.770576 4.965582 -0.21 -0.65 -2.56 -0.008
C -3.469901 -0.753093 5.043871 1.46 -1.73 0.72 -0.277
C -4.145171 -1.867562 6.008063 0.59 2.05 -2.80 -0.007
O -4.651435 -0.990973 7.004604 -1.51 -6.18 1.71 0.133
C -4.299932 0.188291 6.888032 1.60 5.35 -0.60 -0.671
O -4.448683 1.063098 7.681014 -0.43 0.48 0.77 0.155
O -3.685832 0.427303 5.710987 -1.25 1.49 0.56 0.065
H -1.686715 -1.261981 4.023663 0.34 -1.44 0.17 0.059
H -1.336007 -1.121443 5.809126 -0.42 -0.08 -0.07 0.089
H -1.512780 0.158075 4.576699 -0.46 0.84 0.96 0.080
H -4.043856 -0.797609 4.118298 0.64 0.36 -0.35 0.132
H -3.404113 -2.623242 6.268568 -0.45 0.09 0.77 0.124
H -4.980516 -2.235171 5.412104 0.03 -0.59 0.61 0.131
```
Forces are in eV/Å.